A cluster of 2 separate species, C4H14N2O in total. Source: the OMol25 dataset; level of theory: ωB97M-V with the def2-TZVPD basis set.

Last column: Mulliken charge in e.
Atoms and positions in Å:
1 C 0.72 -0.71 1.13  -0.62
2 C -0.17 -0.70 -0.14  -0.69
3 C -1.06 0.47 -0.31  -0.38
4 C -2.10 0.64 0.50  -0.28
5 N -2.95 1.84 0.32  -0.25
6 N 2.22 -0.54 0.77  -0.23
7 H 0.49 0.06 1.87  0.42
8 H 0.62 -1.60 1.75  0.35
9 H 0.51 -0.90 -0.97  0.34
10 H -0.59 -1.72 -0.18  0.42
11 H -0.90 1.07 -1.19  0.39
12 H -2.33 -0.04 1.31  0.38
13 H -3.80 1.54 -0.16  0.38
14 H -3.23 2.36 1.15  0.38
15 H -2.45 2.55 -0.20  0.37
16 H 2.29 -0.28 -0.22  0.34
17 H 2.51 0.30 1.29  0.39
18 H 2.84 -1.31 0.99  0.35
19 H 3.17 -1.02 -2.31  0.31
20 H 2.00 -1.14 -3.16  0.28
21 O 2.22 -0.85 -2.25  -0.65

charge: +2
molecular weight: 106.2 g mol⁻¹
spin multiplicity: 1
E_LUMO: -6.7260 eV
Kohn-Sham gap: 11.85 eV